Entry 1:
Computed, not measured: a 8-piece molecular cluster, C24H57N8O20P2 overall, with wB97M-V/def2-TZVPD.

Orbital gap in eV: 10.0
Spin multiplicity: 1
Net charge: +1
HOMO in eV: -12.0

Last column: Mulliken charge in e.
Cartesian coordinates (Å):
C  -2.792988  1.386971  -1.165811  -1.051
C  -1.541110  2.071276  -0.669612  -0.024
O  -0.621938  2.345740  -1.758933  -0.531
P  0.649403  1.432525  -1.924168  1.087
O  1.634612  1.538908  -0.821688  -0.790
C  0.129046  -0.274889  -2.198637  -0.798
C  1.331177  -1.148174  -2.609640  -1.468
C  2.344890  -1.301485  -1.484725  -0.567
C  2.146793  -2.430980  -0.463558  0.444
C  2.586094  -1.922245  0.937882  -1.960
C  1.416379  -1.444015  1.810625  -0.401
C  1.802571  -0.266526  2.706359  -0.773
C  0.634425  0.487635  3.308740  -0.469
O  0.143418  -0.234783  4.457756  -0.369
C  -1.028817  -0.870447  4.368969  0.144
O  -1.946912  -0.557736  3.666009  -0.572
C  3.060644  -3.565378  -0.942640  -0.385
P  2.446358  -4.504324  -2.440477  0.172
C  2.858732  -6.204148  -1.943277  -1.253
O  0.812336  -4.477750  -2.213733  -0.554
C  4.306629  -2.782631  -1.365016  -1.079
N  3.713153  -1.616098  -2.108909  0.270
C  4.589937  -0.420510  -2.292708  -1.104
O  1.196999  1.806862  -3.355920  -0.269
C  1.786463  3.117196  -3.592521  -0.303
C  2.317648  3.126063  -5.001532  -1.129
H  -3.099976  1.814324  -2.119975  0.319
H  -2.671331  0.310040  -1.284520  0.248
H  -3.598569  1.541188  -0.451293  0.382
H  -1.026238  1.479432  0.094350  -0.065
H  -1.766952  3.032615  -0.212420  0.498
H  -0.615433  -0.297471  -2.994940  0.710
H  -0.352891  -0.651887  -1.292669  0.333
H  0.970667  -2.117438  -2.957230  0.165
H  1.817894  -0.663573  -3.461973  0.560
H  2.454533  -0.353436  -0.966412  0.630
H  1.098653  -2.717213  -0.381106  0.836
H  3.292201  -1.093588  0.833416  0.428
H  3.128996  -2.719862  1.452704  0.664
H  1.071678  -2.278563  2.426630  0.443
H  0.572675  -1.140578  1.180618  0.228
H  2.388410  0.454907  2.129019  0.498
H  2.437848  -0.607385  3.528247  0.267
H  0.955028  1.467495  3.657313  0.390
H  -0.178738  0.640733  2.598074  0.097
H  -1.058093  -1.737782  5.041520  0.549
H  3.311829  -4.232506  -0.115645  0.743
H  2.272558  -6.882463  -2.567093  0.405
H  3.911157  -6.402117  -2.152990  0.365
H  2.651995  -6.416559  -0.892871  0.420
H  0.462184  -5.245751  -1.747481  0.347
H  4.888293  -2.416522  -0.522415  0.393
H  4.941502  -3.324767  -2.067397  0.470
H  3.525243  -1.996819  -3.039574  0.710
H  5.223870  -0.310618  -1.416327  0.288
H  3.958850  0.457717  -2.407479  0.259
H  5.207363  -0.542453  -3.176827  0.591
H  2.596335  3.250780  -2.872978  0.346
H  1.035373  3.888082  -3.422986  0.310
H  2.636835  4.137881  -5.255403  0.417
H  1.560298  2.823645  -5.723885  0.339
H  3.183315  2.473151  -5.089879  0.126
C  -2.739911  -0.455921  7.728857  -0.795
N  -3.484780  -1.242773  8.756787  0.898
O  -3.053987  -2.339726  9.057204  -0.504
O  -4.477576  -0.729413  9.220614  -0.526
H  -1.881621  -1.038604  7.416705  0.264
H  -3.422285  -0.254717  6.906488  0.313
H  -2.438169  0.473295  8.202757  0.370
C  -5.662126  -1.145457  1.967982  -0.617
N  -6.235832  -0.425434  0.801376  1.011
O  -5.475805  0.234721  0.109802  -0.576
O  -7.426075  -0.519188  0.612788  -0.574
H  -4.590939  -0.979385  1.965797  0.188
H  -6.113804  -0.740109  2.863298  0.244
H  -5.901068  -2.199412  1.869814  0.345
C  -4.784070  2.836122  3.564852  -0.625
N  -5.707695  1.922053  4.287039  1.015
O  -5.667359  1.890787  5.496501  -0.566
O  -6.458874  1.258942  3.594783  -0.575
H  -4.196997  3.376126  4.297832  0.320
H  -4.165342  2.220887  2.917453  0.284
H  -5.401669  3.509170  2.975508  0.141
C  7.170238  2.894273  -5.787900  -0.803
N  6.220050  2.354797  -4.779793  0.951
O  6.238816  1.159445  -4.543981  -0.548
O  5.470340  3.146727  -4.250217  -0.525
H  7.760793  2.072728  -6.170326  0.284
H  6.578009  3.357831  -6.569974  0.325
H  7.779689  3.635924  -5.279549  0.317
C  -4.799976  -3.345800  6.583527  -0.705
N  -5.551023  -2.918973  5.374058  0.948
O  -4.918118  -2.316817  4.523945  -0.498
O  -6.734803  -3.153668  5.329421  -0.548
H  -3.767916  -3.048925  6.450059  0.198
H  -5.260819  -2.844836  7.430906  0.287
H  -4.893157  -4.421538  6.695068  0.314
C  -8.452901  4.345282  3.019848  -0.638
N  -7.638316  5.594767  3.017295  0.908
O  -6.513528  5.548150  2.550405  -0.554
O  -8.154820  6.583634  3.482426  -0.533
H  -7.873645  3.547557  2.569584  0.227
H  -8.706032  4.130735  4.053975  0.282
H  -9.354812  4.552703  2.452450  0.292
C  7.877593  0.372210  -9.965642  -0.688
N  7.347493  1.640657  -9.393727  0.828
O  6.545989  1.568154  -8.479113  -0.501
O  7.751084  2.673180  -9.877734  -0.502
H  7.426163  -0.455048  -9.432584  0.305
H  7.619669  0.366124  -11.020218  0.281
H  8.956619  0.395067  -9.847406  0.285

Forces on atoms 1 to 3 (eV/Å):
C -0.01 0.08 0.01
C 0.01 0.05 0.27
O -0.21 -0.17 -0.09



Entry 2:
Computed, not measured: one molecule with the formula C24H31N3O3, with wB97M-V/def2-TZVPD.

SMILES: COc1cc(CN2CCN(Cc3c[nH]c4ccccc34)C[C@@H]2CCO)cc(OC)c1
Orbital gap in eV: 8.5
Spin multiplicity: 1
Net charge: 0
HOMO in eV: -7.9
ΔE to the lowest compared entry with this formula, charge and spin in kJ/mol: 248.3

Last column: Mulliken charge in e.
Cartesian coordinates (Å):
C  4.287434  3.071182  2.186670  -0.894
O  4.130872  1.710146  1.872009  -0.455
C  3.444162  1.369055  0.744614  0.370
C  3.351734  0.003700  0.488198  -0.837
C  2.672313  -0.459720  -0.627484  1.412
C  2.509615  -1.944486  -0.861768  -1.801
N  1.323565  -2.572584  -0.295255  0.082
C  1.263260  -2.656080  1.153799  -1.034
C  0.593959  -1.459861  1.833891  -0.594
N  -0.725848  -1.249847  1.267653  0.074
C  -1.415106  -0.166102  1.958992  -1.223
C  -2.788516  0.059476  1.421380  0.755
C  -3.906391  -0.673154  1.694458  -0.695
N  -4.978565  -0.175572  1.005023  0.004
C  -4.572136  0.896456  0.264724  -0.721
C  -5.284674  1.727067  -0.590802  -0.803
C  -4.594224  2.741893  -1.217194  -0.545
C  -3.225908  2.929547  -1.001606  -0.744
C  -2.515324  2.111701  -0.153299  -0.266
C  -3.186802  1.076541  0.497892  1.145
C  -0.598683  -0.983684  -0.154148  -0.480
C  0.042255  -2.178845  -0.873753  -0.096
C  -0.929818  -3.370096  -0.884347  -1.095
C  -0.378478  -4.564781  -1.666174  -0.709
O  0.709951  -5.186198  -1.035240  -0.640
C  2.109718  0.454360  -1.504798  -0.530
C  2.188238  1.821053  -1.251194  0.122
O  1.578343  2.623890  -2.168077  -0.455
C  1.593891  4.015562  -1.971932  -0.921
C  2.852055  2.283827  -0.119864  -0.462
H  4.826797  3.608009  1.399156  0.350
H  4.874934  3.095442  3.103135  0.252
H  3.323067  3.558635  2.365768  0.337
H  3.820536  -0.677549  1.180581  0.441
H  2.485688  -2.135882  -1.939279  0.423
H  3.373821  -2.469957  -0.443334  0.525
H  2.276195  -2.779522  1.541292  0.585
H  0.691114  -3.554124  1.407777  0.306
H  0.485604  -1.675449  2.900625  0.634
H  1.222017  -0.557252  1.726363  0.125
H  -0.839186  0.775560  1.889100  0.376
H  -1.476393  -0.449104  3.014745  0.525
H  -4.013151  -1.524584  2.338288  0.467
H  -5.914973  -0.540171  1.040431  0.174
H  -6.341797  1.579876  -0.758342  0.379
H  -5.116794  3.406106  -1.889673  0.379
H  -2.722094  3.734344  -1.517001  0.408
H  -1.456890  2.261565  0.001451  0.347
H  -1.594931  -0.815222  -0.566811  0.765
H  0.004293  -0.076370  -0.331989  -0.329
H  0.227720  -1.888909  -1.914270  0.653
H  -1.150841  -3.668888  0.139238  0.364
H  -1.861771  -3.047177  -1.350210  0.394
H  -1.150294  -5.333395  -1.768787  0.464
H  -0.091362  -4.232185  -2.677712  0.276
H  1.306801  -4.468526  -0.762450  0.456
H  1.593826  0.132197  -2.395390  0.384
H  1.091760  4.298302  -1.040418  0.327
H  2.614508  4.412810  -1.970925  0.366
H  1.047152  4.436825  -2.814090  0.261
H  2.913766  3.340179  0.080333  0.624

Forces on atoms 1 to 3 (eV/Å):
C 0.02 0.25 0.05
O -0.12 -0.30 -0.21
C -0.01 -0.33 -0.01



Entry 3:
Computed, not measured: a 2-piece molecular cluster, C3H8O2S overall at a distorted geometry, with wB97M-V/def2-TZVPD.

SMILES: O=CCCS.O
Orbital gap in eV: 9.8
Spin multiplicity: 1
Net charge: 0
HOMO in eV: -9.6
ΔE to the lowest compared entry with this formula, charge and spin in kJ/mol: 157.3

Last column: Mulliken charge in e.
Cartesian coordinates (Å):
O  1.415737  0.708377  -1.205215  -0.468
C  0.246747  0.924808  -0.763420  -0.058
C  -0.269240  0.260391  0.559679  -0.557
C  -1.850182  -0.153722  0.272665  -0.493
S  -2.700518  0.379150  1.878700  -0.233
H  -0.357045  1.695481  -1.192404  0.359
H  -0.243568  0.992174  1.353594  0.420
H  0.274299  -0.670768  0.796420  0.215
H  -2.286857  0.469819  -0.563502  0.291
H  -2.056116  -1.243530  0.025677  0.372
H  -3.614301  -0.589692  1.730567  0.133
O  4.095783  -1.096334  -1.137144  -0.633
H  3.810920  -1.283548  -0.266538  0.296
H  3.534338  -0.392609  -1.489076  0.355

Forces on atoms 1 to 3 (eV/Å):
O -4.26 0.65 1.20
C 5.14 -1.85 1.11
C -2.03 -1.20 -3.06



Entry 4:
Computed, not measured: C31H43AsIrN3O3SSi3 as an isolated structure at a distorted geometry, with wB97M-V/def2-TZVPD.

Orbital gap in eV: 5.9
Spin multiplicity: 1
Net charge: 0
HOMO in eV: -8.1
ΔE to the lowest compared entry with this formula, charge and spin in kJ/mol: 268.1

Last column: Mulliken charge in e.
Cartesian coordinates (Å):
Ir  0.170693  1.562355  -0.124240  2.101
O  -1.603786  0.250107  1.116255  -1.297
C  -2.935952  0.317554  0.619660  2.178
C  -2.778766  0.524198  -0.948544  -0.426
O  -3.742324  0.375757  -1.671219  -0.678
O  -1.618389  0.844626  -1.323667  -0.754
C  -3.697612  -0.935138  1.034047  0.164
C  -4.699198  -1.503753  0.253779  0.142
C  -5.355769  -2.647012  0.678627  -1.097
C  -5.034638  -3.234465  1.889734  -0.497
C  -4.062106  -2.657729  2.686544  -1.032
C  -3.397627  -1.521714  2.261334  -0.312
C  -3.680255  1.548717  1.092032  -0.390
C  -5.044161  1.661121  0.840274  -0.304
C  -5.742380  2.778671  1.253476  -1.060
C  -5.089562  3.799450  1.926309  -0.480
C  -3.732191  3.699811  2.170869  -1.217
C  -3.028383  2.584324  1.751052  -0.101
H  -1.607894  0.470895  2.055309  0.296
H  -4.944619  -1.066108  -0.701518  0.518
H  -6.122880  -3.080685  0.055158  0.408
H  -5.535282  -4.135518  2.210186  0.412
H  -3.818461  -3.090099  3.646215  0.441
H  -2.639229  -1.095507  2.901278  0.416
H  -5.555084  0.876065  0.308579  0.452
H  -6.802953  2.849528  1.058291  0.422
H  -5.634893  4.670813  2.256338  0.408
H  -3.215563  4.491309  2.694469  0.446
H  -1.963136  2.541437  1.936480  0.437
N  1.123173  3.166060  -0.971222  -0.201
C  1.584123  3.841800  -1.824130  0.744
N  2.038463  4.699221  -2.581778  -0.696
C  2.683185  4.830064  -3.681901  0.522
N  3.257665  5.015928  -4.664275  -0.549
C  1.032418  -4.163933  -0.799020  -1.100
Si  0.041242  -2.661550  -0.136475  0.493
C  0.175271  -2.624327  1.772923  -1.067
C  -1.758455  -2.854180  -0.728975  -0.509
As  1.007237  -0.656262  -0.985911  0.139
Si  0.705735  -0.639597  -3.360439  0.273
C  1.174270  1.108605  -3.955609  -0.919
C  -1.063665  -1.115470  -3.866826  -0.958
C  1.934009  -1.924247  -4.081686  -1.018
Si  3.339897  -0.853723  -0.500048  0.444
C  4.264901  -2.429277  -1.075823  -1.224
C  4.143934  0.680483  -1.306258  -0.824
C  3.415732  -0.762644  1.410938  -0.560
H  0.597071  -5.089611  -0.436523  0.408
H  2.066473  -4.136669  -0.475056  0.246
H  1.024973  -4.200224  -1.884782  0.268
H  -0.644923  -3.161780  2.239686  0.494
H  0.147243  -1.599312  2.134243  0.089
H  1.103023  -3.073969  2.115456  0.460
H  -2.394182  -3.240032  0.062337  0.294
H  -1.830889  -3.535493  -1.571321  0.558
H  -2.170134  -1.898939  -1.040235  -0.142
H  0.503390  1.835195  -3.504700  0.182
H  1.087511  1.206475  -5.032515  0.488
H  2.194626  1.372532  -3.684879  0.235
H  -1.775971  -0.440477  -3.402418  0.129
H  -1.313398  -2.128198  -3.561390  0.274
H  -1.198969  -1.046111  -4.942629  0.483
H  2.912449  -1.833014  -3.619508  0.124
H  2.062577  -1.780824  -5.148374  0.468
H  1.576000  -2.938285  -3.921480  0.299
H  4.005343  -2.722262  -2.087216  0.384
H  4.049377  -3.269703  -0.425008  0.379
H  5.336051  -2.262266  -1.050386  0.405
H  4.316875  0.528224  -2.368957  0.340
H  5.095473  0.936062  -0.850859  0.447
H  3.481272  1.536632  -1.197141  0.046
H  3.344437  -1.744440  1.870111  0.430
H  2.576089  -0.171822  1.770513  -0.282
H  4.323542  -0.288922  1.771487  0.401
S  0.682285  1.744832  2.368248  -0.528
C  2.342642  2.178728  2.683475  0.535
C  3.140360  2.816295  1.735377  -0.119
C  4.456306  3.114789  2.032451  -0.713
C  4.989818  2.781398  3.268762  -0.498
C  4.192419  2.155779  4.215255  -0.586
C  2.875183  1.860822  3.932708  -0.563
H  2.716863  3.073891  0.773842  0.364
H  5.067828  3.615616  1.295324  0.437
H  6.022039  3.001576  3.495350  0.392
H  4.597888  1.892902  5.181226  0.379
H  2.254310  1.374644  4.668927  0.411

Forces on atoms 1 to 3 (eV/Å):
Ir -1.74 -1.19 2.05
O 0.82 0.34 -0.21
C -0.38 0.12 -1.05



Entry 5:
Computed, not measured: an isolated ion of composition C7H14 and charge -1 at a distorted geometry, with wB97M-V/def2-TZVPD.

<S²>: 0.750
Orbital gap (alpha / beta) in eV: 2.6 / 9.0
Spin multiplicity: 2
Net charge: -1
HOMO (alpha / beta) in eV: 1.4 / -5.0
ΔE to the lowest compared entry with this formula, charge and spin in kJ/mol: 12.3

Last column: Mulliken charge in e.
Cartesian coordinates (Å):
C  -1.593479  -1.944508  2.052669  -1.486
C  -1.284928  -0.846503  1.013567  -0.448
C  0.164704  -0.887015  0.550251  -2.420
C  0.496994  0.132975  -0.528901  3.190
C  0.464308  1.436919  -0.181543  -1.296
C  0.894851  2.588912  -1.078993  -0.654
C  1.007838  -0.307390  -1.892960  -3.674
H  -1.555488  -2.870258  1.476016  0.487
H  -0.896932  -1.823168  2.875404  0.546
H  -2.619006  -1.784839  2.387926  0.335
H  -1.936585  -0.891705  0.138263  0.390
H  -1.502348  0.125047  1.467490  0.350
H  0.817865  -0.773215  1.425644  0.546
H  0.381702  -1.845653  0.064528  0.206
H  0.150140  1.617727  0.843504  -0.091
H  1.920394  2.789452  -0.760590  0.336
H  0.844120  2.189162  -2.086743  0.328
H  0.283266  3.466686  -0.876954  0.356
H  2.064548  -0.116899  -2.180933  0.466
H  1.010995  -1.400202  -1.866962  1.145
H  0.406101  0.150564  -2.672247  0.389

Forces on atoms 1 to 3 (eV/Å):
C -0.48 0.99 -1.50
C 0.01 0.29 0.36
C 0.13 -0.16 -0.97



Listing E for the structures above in their given order: -3573.4716; -1323.0972; -667.7210; -5203.8807; -275.0231 hartree.